{"formula": "C39H39BrIIrN6OP", "method": "ωB97M-V/def2-TZVPD", "symbols": ["Ir", "I", "C", "C", "C", "C", "C", "C", "C", "C", "C", "P", "C", "C", "C", "C", "C", "C", "C", "C", "C", "C", "C", "C", "C", "H", "H", "H", "H", "H", "H", "H", "H", "H", "H", "H", "H", "H", "H", "H", "H", "O", "C", "C", "C", "N", "C", "Br", "C", "H", "H", "H", "H", "C", "N", "C", "N", "C", "N", "C", "N", "C", "C", "H", "H", "H", "H", "H", "H", "H", "H", "H", "H", "H", "H", "C", "C", "C", "C", "N", "C", "C", "H", "H", "H", "H", "H", "H", "H"], "coordinates": [[-0.698, 0.097, -0.332], [-2.424, -0.865, 1.379], [-1.365, -1.472, 3.080], [-2.031, -1.181, 4.239], [-1.583, -1.728, 5.454], [-0.530, -2.594, 5.435], [0.154, -2.907, 4.232], [1.186, -3.874, 4.262], [1.838, -4.238, 3.121], [1.538, -3.571, 1.925], [0.569, -2.590, 1.838], [0.704, -1.728, 0.233], [2.418, -1.146, 0.218], [3.048, -0.801, -0.981], [4.339, -0.296, -0.973], [5.008, -0.114, 0.231], [4.382, -0.435, 1.427], [3.092, -0.946, 1.424], [0.465, -3.058, -0.975], [-0.810, -3.635, -1.013], [-1.084, -4.674, -1.884], [-0.083, -5.155, -2.723], [1.190, -4.609, -2.668], [1.471, -3.566, -1.792], [-0.213, -2.293, 2.999], [-2.921, -0.563, 4.233], [-2.104, -1.496, 6.372], [-0.202, -3.076, 6.347], [1.431, -4.336, 5.211], [2.602, -5.003, 3.133], [2.127, -3.820, 1.050], [2.544, -0.940, -1.927], [4.830, -0.056, -1.907], [6.021, 0.267, 0.234], [4.904, -0.305, 2.365], [2.625, -1.208, 2.365], [-1.589, -3.294, -0.337], [-2.066, -5.128, -1.894], [-0.290, -5.978, -3.395], [1.979, -5.010, -3.290], [2.483, -3.195, -1.730], [-0.172, -1.199, -6.174], [-0.151, -0.797, -4.921], [-0.977, -1.314, -3.907], [-0.796, -0.792, -2.662], [0.086, 0.156, -2.317], [0.822, 0.693, -3.306], [1.906, 2.182, -2.975], [0.741, 0.232, -4.601], [-0.828, -1.887, -6.354], [-1.707, -2.091, -4.088], [-1.433, -1.214, -1.833], [1.344, 0.676, -5.381], [-3.192, 2.060, 0.018], [-3.989, 3.190, -0.345], [-4.497, 3.012, -1.708], [-3.385, 2.888, -2.654], [-2.578, 1.757, -2.308], [-2.002, 1.859, -0.902], [-1.225, 3.168, -0.864], [-2.037, 4.291, -1.232], [-3.163, 4.402, -0.299], [-2.563, 4.102, -2.588], [-3.804, 1.154, -0.028], [-2.805, 2.199, 1.030], [-5.109, 3.870, -1.980], [-5.117, 2.115, -1.754], [-1.745, 1.692, -3.007], [-3.178, 0.845, -2.352], [-0.384, 3.069, -1.553], [-0.857, 3.307, 0.152], [-3.772, 5.262, -0.570], [-2.785, 4.548, 0.714], [-1.733, 4.018, -3.293], [-3.168, 4.963, -2.864], [2.562, 3.997, 3.430], [1.784, 3.051, 2.577], [0.567, 2.508, 2.990], [-0.130, 1.643, 2.178], [0.330, 1.271, 0.966], [1.511, 1.772, 0.560], [2.241, 2.653, 1.321], [1.976, 4.360, 4.270], [2.909, 4.848, 2.844], [3.448, 3.494, 3.823], [0.140, 2.770, 3.949], [-1.083, 1.257, 2.496], [1.865, 1.451, -0.404], [3.175, 3.028, 0.924]], "mulliken_charge": [1.396, 0.140, 0.347, -0.522, -1.069, -0.797, 0.713, -0.737, -1.136, -0.368, 0.650, 2.431, 0.597, -0.864, -1.162, -0.807, -0.984, -0.711, 0.797, -0.834, -0.816, -0.680, -0.950, -0.283, 0.080, 0.532, 0.458, 0.461, 0.472, 0.463, 0.423, 0.767, 0.523, 0.472, 0.522, 0.452, 0.313, 0.499, 0.482, 0.512, 0.563, -0.492, 0.208, -0.741, -0.641, 0.894, -0.361, 0.080, -0.952, 0.354, 0.488, 0.469, 0.612, -0.953, 0.151, -0.736, 0.172, -0.662, 0.679, -0.434, 0.194, -0.710, -0.645, 0.504, 0.072, 0.349, 0.329, 0.172, 0.294, -0.096, 0.102, 0.340, 0.330, 0.317, 0.352, -1.487, 0.781, -1.445, -0.221, 1.436, 0.258, -1.077, 0.419, 0.406, 0.316, 0.487, 0.323, -0.142, 0.565], "energy_ev": -142311.4484, "total_charge": 3, "fmax_ev_per_a": 0.25, "homo_lumo_gap_ev": 6.6}

{"formula": "C39H40AlBrClCsIN6O7", "method": "ωB97M-V/def2-TZVPD", "symbols": ["C", "C", "O", "N", "C", "C", "C", "Br", "C", "O", "C", "C", "I", "C", "O", "H", "H", "H", "H", "H", "H", "H", "Cs", "N", "C", "C", "C", "C", "H", "H", "H", "H", "H", "Cl", "C", "C", "N", "H", "H", "H", "C", "C", "O", "N", "C", "H", "H", "H", "H", "H", "H", "H", "Al", "C", "C", "C", "C", "C", "C", "C", "O", "C", "C", "C", "C", "C", "C", "C", "O", "H", "H", "H", "H", "H", "H", "H", "H", "N", "C", "C", "C", "C", "C", "H", "H", "H", "H", "H", "O", "H", "H", "C", "C", "N", "H", "H", "H"], "coordinates": [[-1.299, 3.223, 4.364], [-1.997, 2.524, 5.627], [-1.714, 2.999, 6.762], [-2.969, 1.420, 5.600], [-4.395, 1.888, 5.478], [-2.694, 0.432, 4.538], [-2.220, -0.856, 4.942], [-1.859, -1.358, 6.843], [-1.967, -1.941, 3.724], [-2.349, -3.172, 3.843], [-1.276, -1.320, 2.415], [-1.757, -0.025, 2.022], [-0.992, 1.001, 0.260], [-2.881, 0.686, 2.951], [-3.810, 1.348, 2.443], [-1.913, 3.194, 3.399], [-1.176, 4.354, 4.631], [-0.241, 2.794, 4.271], [-4.855, 2.208, 6.468], [-4.418, 2.717, 4.678], [-4.995, 0.995, 5.005], [-0.470, -1.885, 1.835], [-2.194, -3.726, 5.854], [-4.986, 5.347, 2.598], [-5.183, 3.998, 2.470], [-6.495, 3.792, 2.066], [-7.098, 5.056, 1.943], [-6.144, 6.003, 2.275], [-4.127, 5.787, 2.883], [-4.385, 3.298, 2.676], [-6.956, 2.833, 1.882], [-8.116, 5.262, 1.646], [-6.196, 7.082, 2.308], [-6.116, -0.028, 3.896], [3.658, 0.996, -0.357], [3.384, -0.270, 0.399], [3.168, -1.266, 0.994], [4.540, 0.868, -0.987], [2.803, 1.244, -0.988], [3.835, 1.815, 0.342], [-1.338, -5.761, -1.145], [-1.588, -4.317, -1.493], [-1.073, -3.781, -2.466], [-2.419, -3.603, -0.681], [-3.114, -4.058, 0.507], [-0.661, -6.201, -1.877], [-0.875, -5.835, -0.159], [-2.277, -6.319, -1.166], [-2.542, -2.643, -0.973], [-4.185, -3.921, 0.347], [-2.795, -3.438, 1.348], [-2.912, -5.103, 0.729], [-0.443, 5.295, 3.639], [3.811, -3.796, -3.574], [2.547, -4.136, -3.103], [2.075, -5.441, -3.250], [2.866, -6.404, -3.881], [4.120, -6.058, -4.374], [4.600, -4.752, -4.210], [4.947, -7.056, -5.089], [6.046, -6.755, -5.517], [4.413, -8.422, -5.281], [5.158, -9.361, -6.005], [4.669, -10.658, -6.180], [3.445, -11.021, -5.629], [2.698, -10.087, -4.913], [3.180, -8.781, -4.747], [2.362, -7.788, -4.016], [1.287, -8.104, -3.535], [4.182, -2.784, -3.452], [1.928, -3.388, -2.619], [1.091, -5.700, -2.876], [5.583, -4.480, -4.581], [6.116, -9.085, -6.435], [5.246, -11.382, -6.746], [3.069, -12.030, -5.760], [1.741, -10.375, -4.489], [1.486, 7.505, 1.001], [2.642, 8.105, 1.336], [3.119, 9.254, 0.727], [2.365, 9.818, -0.291], [1.168, 9.219, -0.660], [0.775, 8.074, 0.012], [3.198, 7.625, 2.135], [4.056, 9.696, 1.040], [2.706, 10.716, -0.792], [0.556, 9.633, -1.451], [-0.154, 7.572, -0.238], [-5.532, -5.648, -1.461], [-5.099, -6.495, -1.625], [-4.822, -5.001, -1.552], [5.599, 13.160, -1.761], [4.549, 12.843, -0.740], [3.721, 12.595, 0.065], [5.183, 13.059, -2.765], [5.954, 14.183, -1.623], [6.441, 12.474, -1.653]], "mulliken_charge": [-0.593, 0.367, -0.501, 0.302, 0.078, -0.428, 0.064, -0.333, 1.132, -0.873, -0.393, -0.537, 0.160, 0.664, -0.460, 0.155, 0.522, 0.344, 0.309, 0.094, -0.159, 0.528, 0.972, 0.047, -0.012, -0.481, -0.530, -0.310, 0.156, 0.463, 0.437, 0.444, 0.418, -0.275, -0.709, 0.347, -0.428, 0.294, 0.228, 0.289, -0.776, 0.772, -0.675, -0.067, -0.234, 0.002, 0.364, 0.274, 0.185, 0.358, -0.501, 0.346, 0.570, -0.478, -0.520, -0.304, 0.146, 0.412, -0.648, 0.653, -0.605, 0.124, -0.437, -0.505, -0.553, -0.393, 0.154, 0.513, -0.651, 0.414, 0.463, 0.409, 0.503, 0.499, 0.427, 0.421, 0.485, -0.364, -0.266, -0.338, 0.087, -0.607, -0.163, 0.334, 0.372, 0.261, 0.363, 0.321, -0.632, 0.328, 0.319, -0.790, 0.491, -0.504, 0.276, 0.302, 0.268], "energy_ev": -162133.9237, "total_charge": 3, "fmax_ev_per_a": 11.80, "homo_lumo_gap_ev": 0.9}